108
Properties=species:S:1:pos:R:3:mulliken_charge:R:1 method="wB97M-V/def2-TZVPD" charge=0 multiplicity=1 relative_energy_kcal_mol=253.38 energy_ev=-66244.3146 homo_ev=-8.315 orbital_gap_ev=7.7
C -0.84793 0.08542 -0.00488 4.64
C 0.47378 -0.35724 0.61498 2.23
O 1.34751 0.66437 0.15896 -0.37
H -1.68283 -0.52895 0.28841 -1.23
H -0.78112 0.23809 -1.04847 -0.02
H -1.25078 1.06098 0.35223 -2.14
H 0.81744 -1.22420 0.14990 -0.59
H 0.53182 -0.44748 1.72317 -1.73
H 1.55238 1.26914 0.90986 -0.19
C -4.29841 -1.45226 -3.25897 -1.43
C -3.30944 -0.73395 -2.33747 1.71
O -3.99883 0.33911 -1.70764 -0.66
H -3.77792 -2.20363 -4.00564 0.29
H -4.83349 -0.81940 -3.96651 0.42
H -5.08405 -2.03159 -2.64877 0.18
H -2.54713 -0.34089 -2.98811 0.01
H -3.04236 -1.25338 -1.40518 -0.75
H -3.88847 0.25715 -0.69494 0.22
C -1.00651 -2.91256 -1.92766 -1.20
C 0.09786 -3.96764 -1.68255 -0.03
O -0.30949 -5.13139 -2.23017 -0.58
H -0.73954 -2.04277 -1.31750 0.16
H -1.95638 -3.29759 -1.54485 0.40
H -1.07224 -2.48168 -2.90618 0.75
H 0.45453 -4.09630 -0.59820 -0.13
H 0.98754 -3.63415 -2.27580 0.22
H 0.54259 -5.58907 -2.32411 0.44
C 1.84782 -1.01706 -3.32854 -0.87
C 2.78445 -1.30801 -2.20357 0.55
O 3.68080 -2.35319 -2.49049 -0.61
H 2.40049 -0.66782 -4.22688 0.35
H 1.03842 -0.26766 -3.13535 0.00
H 1.27246 -1.86693 -3.68773 0.30
H 2.25419 -1.72651 -1.33529 -0.72
H 3.31788 -0.45619 -1.78482 0.50
H 4.45601 -1.88392 -2.70569 0.38
C -1.25496 1.04734 3.39990 0.54
O -1.67635 -0.28027 3.30303 -0.66
N 0.01138 1.29563 3.53023 -0.09
N -1.97427 2.07856 3.31673 -0.19
H 0.66543 0.49975 3.51596 -0.30
H 0.51789 2.17967 3.63599 0.17
H -2.98418 1.83710 3.30963 0.29
H -1.66782 3.04231 3.11971 0.13
C 3.19146 -3.95566 0.99439 0.44
O 2.59436 -2.74974 1.17102 -0.30
N 3.06376 -5.02555 1.73833 -0.39
N 3.97137 -4.18791 -0.00265 -0.42
H 2.48778 -4.88418 2.60929 0.27
H 3.37416 -5.98263 1.50624 0.17
H 3.92715 -3.43586 -0.72246 0.20
H 4.20700 -5.11241 -0.23384 0.17
C 0.29578 4.17882 0.69560 -0.02
O -0.95245 3.63289 0.35825 -0.66
N 1.49087 3.89940 0.16392 -0.16
N 0.47066 4.98216 1.65159 -0.39
H 1.62055 3.33612 -0.69066 0.11
H 2.39343 4.54126 0.31672 0.50
H -0.35295 5.32561 2.13644 0.25
H 1.30883 5.62532 1.83733 0.34
C -4.39882 -1.68276 0.76331 0.28
O -3.66011 -2.83979 0.69769 -0.65
N -5.49993 -1.57975 0.11462 -0.41
N -3.97457 -0.54291 1.28897 0.08
H -5.76636 -2.50439 -0.34369 0.32
H -5.57308 -0.73833 -0.49949 0.35
H -3.00643 -0.41987 1.53979 -0.40
H -4.65070 0.24018 1.38715 0.28
C 2.93477 2.75024 2.98953 0.34
O 3.97390 2.21182 3.75505 -0.78
N 3.02789 2.57935 1.67211 -0.13
N 1.99557 3.50442 3.37129 -0.42
H 2.32462 3.06565 0.99504 -0.13
H 3.83689 2.13486 1.32311 0.09
H 1.85552 3.82985 4.35814 0.25
H 1.38301 4.01665 2.68811 0.42
C 3.44533 2.57435 -1.95205 0.52
O 4.19933 2.38538 -0.92333 -0.72
N 2.14714 2.27262 -1.88952 -0.15
N 3.77185 3.28539 -2.96769 -0.33
H 1.86815 1.59199 -1.11318 0.49
H 1.56177 2.30265 -2.69076 0.32
H 4.75307 3.47731 -3.01685 0.30
H 3.28187 3.43630 -3.81543 0.16
C -1.10889 2.14973 -3.22883 -0.31
O 0.19546 2.53874 -3.80573 -0.61
H -1.14945 2.49281 -2.17287 -0.04
H -1.18600 1.08077 -3.23878 -0.20
H -1.99847 2.38697 -3.67276 0.69
H 0.04272 3.28501 -4.30834 0.26
C 1.75602 -1.50351 4.12970 -0.61
O 2.37898 -0.49185 3.41339 -0.41
H 2.38972 -1.85236 5.00069 0.27
H 1.59895 -2.32630 3.46699 0.06
H 0.87213 -1.08971 4.52643 0.41
H 3.00738 -0.89644 2.91642 0.27
C -0.69904 -3.02690 1.76759 -0.25
O -1.61128 -3.90376 2.45342 -0.70
H -0.57218 -2.22891 2.42107 0.10
H -1.12366 -2.82166 0.77279 0.19
H 0.21689 -3.47618 1.78948 0.14
H -2.42209 -3.40593 2.52220 0.36
C -3.73220 3.22239 -0.45087 -0.61
O -3.23066 2.29723 0.42274 -0.28
H -4.68348 2.82893 -0.71196 0.30
H -3.08046 2.98167 -1.25953 0.07
H -3.59462 4.22851 -0.17037 0.29
H -2.25642 2.47100 0.59894 0.05

96
Properties=species:S:1:pos:R:3:mulliken_charge:R:1 method="wB97M-V/def2-TZVPD" charge=0 multiplicity=1 relative_energy_kcal_mol=241.05 energy_ev=-48359.9326 homo_ev=-9.558 orbital_gap_ev=9.7
C 3.75734 2.62296 -1.51678 -1.11
C 3.50334 2.22996 -0.01478 -0.09
O 2.36634 2.75596 0.56622 -0.45
H 3.05634 2.05596 -2.20378 0.09
H 4.86134 2.58896 -1.90278 0.33
H 3.56934 3.67496 -1.72178 0.37
H 4.42134 2.58196 0.50422 0.50
H 3.58934 1.13696 0.07822 0.03
H 2.69534 3.03096 1.47522 0.31
C -0.69866 0.60596 -0.25878 0.84
C 0.69334 -0.09104 -0.64078 1.27
O 0.49134 -1.48304 -0.78178 1.11
H -0.62166 1.30996 0.55022 -0.40
H -1.45266 -0.18004 -0.09678 -0.58
H -1.06466 1.26896 -1.10578 -0.06
H 1.44034 0.07196 0.17322 -1.01
H 1.18834 0.31396 -1.51178 -0.11
H 0.33334 -1.87404 0.10322 -0.79
C 3.63634 -2.79604 -0.22478 -0.60
C 4.31734 -1.79604 -1.12078 0.16
O 5.50434 -2.41004 -1.49678 -0.58
H 4.39734 -3.02604 0.54522 0.48
H 3.31334 -3.72304 -0.68378 0.18
H 2.72834 -2.43104 0.22322 -0.14
H 4.59334 -0.88604 -0.61978 0.09
H 3.66834 -1.53404 -1.98978 0.01
H 6.02534 -2.58804 -0.66178 0.35
C 2.12534 -0.00604 2.83522 0.47
C 2.17634 -0.02504 4.35922 -1.20
O 1.14334 -0.83404 4.78622 -0.55
H 2.26034 -0.99904 2.39822 0.21
H 2.76034 0.75496 2.36922 0.10
H 1.20934 0.34096 2.45522 -0.31
H 2.08034 0.94296 4.69522 0.48
H 3.16534 -0.30304 4.63822 0.45
H 1.33134 -1.79804 4.73422 0.33
C -0.05866 1.87796 -3.76378 0.06
O -0.19566 2.76296 -4.84478 -0.56
H 0.38234 2.33796 -2.88578 0.16
H 0.64634 0.97196 -3.98878 0.11
H -1.04266 1.34496 -3.61678 -0.09
H 0.70734 3.01896 -5.04278 0.33
C 1.34434 -2.28704 -3.57578 -0.05
O 0.63634 -2.55004 -4.82278 -0.62
H 2.28534 -2.58904 -3.86178 0.46
H 0.93034 -3.00104 -2.79778 0.06
H 1.24934 -1.22904 -3.27278 -0.24
H -0.11866 -3.11204 -4.61278 0.32
C -3.88766 -0.50804 1.01722 -0.21
O -4.84866 -0.84404 2.01022 -0.57
H -3.02066 -1.17304 1.17922 -0.21
H -3.45166 0.50196 1.08422 0.17
H -4.12366 -0.81304 0.00022 0.56
H -4.84566 -1.77104 2.14222 0.33
C -5.05066 1.75796 -1.41378 -0.63
O -3.77166 2.31596 -1.49478 -0.34
H -5.17766 0.96296 -2.05078 0.34
H -5.82566 2.48496 -1.61078 0.31
H -5.09166 1.37296 -0.32878 0.17
H -3.61166 2.61496 -2.38078 0.21
C -0.56866 -4.67304 -1.19278 -0.25
O 0.73634 -4.86204 -0.73678 -0.56
H -0.90066 -3.68004 -0.99878 -0.17
H -1.25966 -5.36504 -0.68078 0.33
H -0.54266 -4.98804 -2.23878 0.23
H 0.76434 -4.46404 0.14622 0.40
C -3.04366 4.71496 0.38522 -0.69
O -2.87966 3.45596 1.06922 -0.35
H -2.17066 4.97696 -0.28478 0.26
H -3.26466 5.53896 1.04622 0.30
H -3.92866 4.60696 -0.24178 0.24
H -2.88666 2.82196 0.34822 0.11
C -0.57866 -2.94704 1.95222 -0.42
O 0.75434 -3.48804 1.83222 -0.57
H -1.18166 -3.18604 1.11822 0.23
H -0.78866 -1.87704 2.06222 -0.30
H -0.88366 -3.41304 2.86722 0.55
H 0.74534 -4.34404 2.19122 0.34
C 0.11434 3.63996 2.53722 -0.18
O -0.80966 3.69796 3.54822 -0.52
H 0.44334 2.63196 2.26922 -0.27
H 0.94334 4.22996 2.80522 0.45
H -0.35566 4.00296 1.69322 0.30
H -1.48566 4.37896 3.41622 0.31
C -2.03866 -1.28304 -2.74678 0.48
O -2.45666 -2.36304 -3.55178 -0.62
H -2.14366 -1.50004 -1.69278 -0.41
H -2.57666 -0.39804 -3.00478 0.47
H -0.96566 -1.03904 -2.81078 -0.24
H -2.08266 -2.22104 -4.41878 0.33
C -1.41866 0.51896 3.60422 -0.21
O -1.14966 1.01396 4.88322 -0.58
H -2.51466 0.34196 3.44522 0.24
H -1.08066 -0.51804 3.51022 0.15
H -0.94366 1.11996 2.81822 -0.02
H -0.22566 0.96396 5.04722 0.34

119
Properties=species:S:1:pos:R:3:mulliken_charge:R:1 method="wB97M-V/def2-TZVPD" charge=0 multiplicity=1 energy_ev=-80243.1492 homo_ev=-8.867 orbital_gap_ev=8.5
C -1.36085 2.97339 3.47582 -1.63
C -0.79155 2.86109 2.00848 1.60
O -1.19234 3.94696 1.36167 -0.43
H -2.32690 3.46496 3.47648 0.51
H -0.63218 3.55692 4.14722 0.36
H -1.45772 2.03903 4.00523 0.41
H -1.27289 2.06196 1.45271 -0.64
H 0.31754 2.67940 1.96209 -0.49
H -1.20161 4.59477 2.09267 0.38
C 0.45338 -4.23922 2.43621 -0.49
C 1.93473 -4.07635 2.87299 -1.10
O 2.74318 -4.75143 1.84769 -0.58
H 0.19800 -5.25370 2.42597 0.68
H 0.15723 -3.73957 1.58847 -0.16
H -0.08004 -3.81632 3.26918 0.34
H 2.02507 -4.46206 3.91980 0.41
H 2.04305 -3.03511 2.90592 0.44
H 2.96483 -5.65666 2.03844 0.35
C -0.53882 -3.49513 -2.83940 -0.48
C -0.27485 -4.63639 -1.81436 -0.10
O -1.43469 -5.21787 -1.34848 -0.64
H -0.93832 -2.64558 -2.26040 -0.29
H -1.17239 -3.74981 -3.70372 0.48
H 0.32630 -3.25689 -3.45262 0.42
H 0.09778 -4.27357 -0.88898 -0.09
H 0.30143 -5.42166 -2.25813 0.41
H -1.22835 -5.90753 -0.67395 0.33
C -4.26488 -3.43062 3.11991 0.43
O -4.87325 -2.17954 3.28848 -0.65
N -4.75663 -4.59002 3.40836 -0.35
N -3.04811 -3.49853 2.82552 -0.32
H -5.71562 -4.67834 3.56554 0.27
H -4.18193 -5.42262 3.34722 0.15
H -2.56392 -2.50930 2.80418 0.27
H -2.46462 -4.34438 2.83962 0.20
C 1.59111 5.21043 -0.03406 0.53
O 1.22646 6.01013 0.97651 -0.78
N 1.00855 4.09247 -0.31358 0.05
N 2.57965 5.42194 -0.78729 -0.25
H 0.08523 4.00734 0.14343 -0.22
H 1.21977 3.55917 -1.15252 0.15
H 2.56466 5.13803 -1.73365 0.22
H 3.00465 6.37159 -0.67595 0.32
C 1.72509 3.46767 -3.30188 0.48
O 0.79627 4.18430 -3.97466 -0.80
N 2.98951 3.70559 -3.44638 -0.16
N 1.58178 2.56189 -2.43109 0.39
H 3.28812 4.37869 -4.19633 0.25
H 3.73038 3.23509 -2.88896 0.24
H 0.63217 2.26160 -2.18437 -1.30
H 2.35484 1.99617 -2.01137 0.23
C -0.63606 -0.01169 -0.26724 -2.77
O 0.53459 0.72922 -0.59527 2.49
N -1.81974 0.39157 -0.36275 2.48
N -0.57138 -1.24300 0.18294 1.22
H -1.79736 1.22597 -0.93577 -0.67
H -2.63128 -0.27813 -0.40959 -0.01
H 0.36213 -1.66481 0.19846 -0.73
H -1.40219 -1.90479 0.13581 -0.55
C 2.21003 -2.47980 -0.95063 0.12
O 2.60291 -3.71775 -1.44254 -0.73
N 1.94494 -1.39519 -1.62155 0.70
N 1.99211 -2.22289 0.29428 -0.69
H 1.79163 -1.32776 -2.60356 0.29
H 1.61468 -0.57458 -1.17301 -0.98
H 2.27577 -3.05526 0.83684 0.03
H 2.64245 -1.45536 0.66598 0.34
C -3.32672 -2.34352 -0.79200 0.04
O -3.55458 -2.75992 -2.11246 -0.67
N -3.85428 -1.23526 -0.31696 -0.11
N -2.67482 -2.98181 0.12069 -0.05
H -4.74933 -0.84222 -0.87117 0.37
H -4.00132 -0.91420 0.63127 0.41
H -2.37155 -3.89142 -0.29566 0.31
H -3.00598 -2.99357 1.12614 0.01
C -1.79421 0.14017 -4.22865 0.52
O -2.98828 -0.35110 -3.83518 -0.68
N -0.73556 -0.25774 -3.57985 0.20
N -1.48165 0.85064 -5.32549 -0.40
H -0.99846 -0.83805 -2.79298 -0.78
H 0.25686 0.03171 -3.68508 0.19
H -2.34601 1.00234 -5.98149 0.33
H -0.57944 0.91241 -5.73464 0.18
C -2.68475 -0.20813 2.95744 0.16
O -3.19490 -0.09360 4.19881 -0.77
N -3.17710 0.44410 1.95107 0.08
N -1.75436 -1.08447 2.68629 1.27
H -3.93811 1.10392 2.17293 0.28
H -2.73241 0.58399 1.03246 0.16
H -1.14689 -1.34747 3.49862 0.28
H -1.34960 -1.21425 1.76539 -0.26
C 4.36629 1.13249 -2.08319 0.50
O 4.79812 0.50262 -3.24977 -0.83
N 4.70422 2.38039 -1.95411 -0.52
N 3.41666 0.68678 -1.34879 0.04
H 5.44703 2.87799 -2.54408 0.39
H 4.50647 2.88495 -1.05631 0.52
H 3.03731 -0.27408 -1.37254 -0.11
H 3.21672 1.21788 -0.52003 0.14
C 3.90282 2.71813 1.01613 0.52
O 4.84175 2.15361 1.89670 -0.81
N 4.21917 3.63600 0.14774 -0.18
N 2.70096 2.23122 0.81030 0.37
H 5.00049 4.20467 0.34010 0.33
H 3.45223 4.23685 -0.33781 0.25
H 2.31406 1.62688 1.55412 -0.02
H 2.02124 2.91332 0.38827 -0.39
C 1.05480 -0.28613 3.47751 -0.95
O 1.36270 0.25778 2.27119 -0.39
H 0.76626 -1.33361 3.54685 -0.07
H 0.44158 0.42278 3.98741 0.33
H 1.95196 -0.32444 4.08458 0.41
H 0.55162 0.17020 1.64660 -0.07
C -2.77147 2.97345 -1.51423 -1.46
O -1.48762 2.69931 -1.87790 -0.21
H -3.31531 2.10754 -1.63013 0.52
H -3.22536 3.69559 -2.12905 0.39
H -2.90546 3.29778 -0.50296 0.19
H -1.46730 2.96938 -2.82216 0.13

108
Properties=species:S:1:pos:R:3:mulliken_charge:R:1 method="wB97M-V/def2-TZVPD" charge=0 multiplicity=1 relative_energy_kcal_mol=214.85 energy_ev=-56679.0062 homo_ev=-8.646 orbital_gap_ev=8.6
C 0.41340 2.13205 -3.61961 -0.78
O 1.71740 2.04205 -4.14861 -0.60
H 0.16740 3.17305 -3.54761 0.31
H 0.27840 1.65905 -2.62161 -0.03
H -0.26760 1.59905 -4.29461 0.55
H 1.61240 2.04605 -5.13561 0.41
C -2.80660 3.15005 -2.59161 -0.91
O -2.26160 2.61905 -1.40961 -0.23
H -3.85260 2.84405 -2.78761 0.24
H -2.28760 2.92905 -3.48561 0.31
H -2.74760 4.17205 -2.40561 0.47
H -1.42460 3.08505 -1.16161 0.25
C 2.41440 1.81205 1.58639 -0.29
O 2.32940 2.93305 0.82839 -0.55
H 1.42240 1.39205 1.73939 -0.47
H 2.93140 2.10705 2.51239 0.48
H 3.01940 1.06705 1.13239 0.42
H 3.11240 3.45605 0.89239 0.30
C -2.20660 -0.00295 -3.82261 -1.15
O -3.54160 -0.41895 -3.69461 -0.64
H -2.18460 0.79405 -4.48661 0.66
H -1.53160 -0.75895 -4.15961 0.56
H -1.86360 0.39105 -2.89961 0.28
H -4.13160 0.30005 -3.78761 0.32
C 0.51240 4.55105 -1.34761 -0.64
O -0.03360 3.70405 -0.37861 -0.57
H 0.84640 5.50805 -0.90861 0.39
H -0.17160 4.74105 -2.18561 0.38
H 1.43040 4.11005 -1.89461 -0.05
H 0.57740 3.52805 0.31139 0.21
C 1.59340 -1.36695 -3.22461 0.01
O 2.80740 -1.04895 -3.83061 -0.48
H 1.62040 -1.11695 -2.17761 -0.47
H 1.31440 -2.40795 -3.32061 0.66
H 0.77740 -0.71195 -3.63661 -0.06
H 2.67940 -1.30295 -4.77861 0.31
C -3.55160 -1.09495 3.79839 -0.30
O -4.03960 0.18605 3.51139 -0.60
H -3.11960 -1.19595 4.76839 0.41
H -2.83460 -1.35695 3.05439 -0.16
H -4.35460 -1.78695 3.72739 0.40
H -4.76060 0.47405 4.12139 0.24
C -1.67660 -2.78095 -2.17061 -0.16
O -2.90860 -2.81495 -2.90961 -0.69
H -1.73760 -2.43195 -1.15261 -0.06
H -0.90660 -2.21295 -2.68761 -0.04
H -1.36660 -3.76395 -1.89961 0.50
H -3.06960 -1.97695 -3.25161 0.38
C 2.81840 -1.30095 2.47539 -0.49
O 1.81640 -2.15395 1.90439 -0.46
H 3.52940 -1.91695 3.05939 0.35
H 2.36340 -0.57895 3.10139 0.09
H 3.35640 -0.76995 1.73539 0.08
H 1.08440 -1.56895 1.48639 -0.29
C 0.82240 2.12505 4.65739 -0.79
O 0.57640 0.77705 4.28539 -0.39
H 0.02740 2.41605 5.41539 0.22
H 0.94340 2.82805 3.85339 0.29
H 1.73140 2.12805 5.22239 0.31
H -0.12760 0.85605 3.65139 0.13
C 4.63940 -1.49195 -1.35761 -0.84
O 3.65340 -0.90795 -0.61761 -0.11
H 4.86440 -0.99995 -2.27261 0.27
H 4.47240 -2.59395 -1.48761 0.26
H 5.55840 -1.36795 -0.77461 0.27
H 3.41340 -0.03795 -0.97561 -0.11
C -0.28260 -1.94895 4.47039 -0.44
O -0.37960 -3.34895 4.53839 -0.64
H -0.87360 -1.47095 5.17339 0.58
H -0.62160 -1.56995 3.48239 -0.26
H 0.75140 -1.67795 4.63839 0.32
H 0.45140 -3.70795 4.10039 0.35
C -1.46860 2.13505 2.19739 -0.48
O -1.67360 0.84105 2.60739 -0.12
H -0.42860 2.21105 1.93539 -0.25
H -1.68760 2.87405 2.96739 0.49
H -2.12560 2.29905 1.33539 0.22
H -2.56160 0.69605 3.02939 0.16
C 1.19340 -3.53095 -0.59261 0.77
O 1.28240 -4.66395 0.24939 -0.69
H 0.43440 -2.93095 -0.14261 -0.61
H 0.91740 -3.80695 -1.62161 0.32
H 2.10240 -2.91195 -0.67561 -0.28
H 0.37040 -4.96395 0.34939 0.50
C 0.10840 0.02605 -0.21961 0.77
O -0.22260 -0.71295 0.91639 3.86
H -0.46360 -0.34895 -1.03661 -0.27
H 1.20140 0.01205 -0.44561 -0.87
H -0.12860 1.08405 -0.03061 0.03
H -0.92560 -0.21595 1.35539 -1.65
C 3.92540 2.40905 -1.94061 -0.90
O 2.94640 1.38105 -1.98261 0.13
H 3.58540 3.32305 -2.45761 0.31
H 4.90040 2.10105 -2.36561 0.28
H 4.11140 2.66305 -0.90361 0.22
H 2.35240 1.53505 -2.73061 -0.04
C -1.40760 -3.68095 1.62039 0.06
O -1.26560 -4.87095 0.93039 -0.65
H -0.45660 -3.40295 2.01939 -0.17
H -2.06260 -4.01695 2.38739 0.45
H -1.77760 -2.87595 1.01239 -0.11
H -2.08160 -4.86795 0.37739 0.36
C -3.33060 -0.24695 0.00239 0.70
O -4.47760 0.00505 0.79539 -0.70
H -2.63560 0.57305 -0.11061 -0.31
H -3.66160 -0.55295 -0.97461 0.24
H -2.83060 -1.16095 0.47339 -0.39
H -4.28460 -0.07395 1.73539 0.38